This record from OMol25 describes a cluster of 7 separate species, C52H49O26S in total in a non-equilibrium geometry. The level of theory is ωB97M-V/def2-TZVPD.

```
128
Properties=species:S:1:pos:R:3
C 2.02 -0.52 -0.58
C 2.49 -1.53 -1.68
C 2.55 -0.98 -3.14
C 1.52 0.10 -3.53
C 1.88 0.71 -4.93
S -0.22 -0.54 -3.69
C -0.25 -2.35 -3.51
C -1.69 -2.89 -3.82
O -1.68 -3.73 -4.99
C -3.03 -3.82 -5.38
O -3.47 -3.29 -6.36
C -1.12 0.22 -2.30
C -2.64 0.18 -2.46
C -3.38 -0.31 -1.35
C -4.77 -0.37 -1.35
C -5.51 0.07 -2.47
C -4.79 0.53 -3.58
C -3.38 0.58 -3.59
C -2.68 1.08 -4.87
H 1.54 -1.12 0.25
H 2.85 0.03 -0.08
H 1.26 0.22 -0.88
H 3.52 -1.83 -1.41
H 1.89 -2.45 -1.57
H 2.46 -1.82 -3.86
H 3.56 -0.56 -3.31
H 1.55 0.95 -2.82
H 1.38 0.21 -5.77
H 2.98 0.74 -5.03
H 1.55 1.77 -4.90
H 0.49 -2.80 -4.19
H -0.01 -2.68 -2.48
H -2.34 -2.01 -4.05
H -2.07 -3.41 -2.93
H -3.69 -4.41 -4.70
H -0.83 -0.18 -1.32
H -0.81 1.28 -2.29
H -2.87 -0.66 -0.45
H -5.35 -0.76 -0.50
H -6.60 0.02 -2.48
H -5.30 0.89 -4.48
H -2.30 0.19 -5.39
H -3.40 1.54 -5.57
H -1.80 1.72 -4.68
C 2.92 5.62 -5.10
C 2.43 6.87 -5.11
C 1.82 7.48 -3.88
O 1.41 8.62 -3.93
C 1.74 6.66 -2.67
C 2.22 5.41 -2.67
C 2.86 4.82 -3.89
O 3.30 3.68 -3.82
O 2.17 4.63 -1.58
O 2.46 7.63 -6.20
H 3.36 5.17 -5.98
H 1.28 7.10 -1.80
H 2.58 3.77 -1.84
H 2.05 8.48 -5.94
C 7.35 3.48 -1.09
C 6.02 3.61 -1.02
C 5.11 2.43 -1.04
O 3.91 2.61 -0.96
C 5.70 1.10 -1.18
C 7.03 0.96 -1.26
C 7.95 2.15 -1.21
O 9.15 1.96 -1.26
O 7.61 -0.23 -1.39
O 5.44 4.81 -0.91
H 8.02 4.32 -1.07
H 5.03 0.26 -1.22
H 8.57 -0.06 -1.42
H 4.48 4.65 -0.87
C 0.74 -4.39 4.02
C 0.66 -3.73 2.87
C 1.58 -4.01 1.73
O 1.44 -3.38 0.69
C 2.61 -5.02 1.91
C 2.71 -5.69 3.06
C 1.76 -5.43 4.20
O 1.88 -6.07 5.22
O 3.64 -6.62 3.27
O -0.27 -2.77 2.66
H 0.08 -4.21 4.85
H 3.28 -5.19 1.08
H 3.49 -6.95 4.17
H -0.11 -2.46 1.75
C 1.52 1.30 6.25
C 0.89 0.31 5.61
C 1.17 -1.13 5.92
O 0.55 -1.99 5.32
C 2.17 -1.43 6.93
C 2.80 -0.43 7.57
C 2.50 1.00 7.28
O 3.09 1.87 7.90
O 3.73 -0.68 8.51
O -0.02 0.53 4.65
H 1.32 2.34 6.03
H 2.37 -2.47 7.14
H 4.03 0.20 8.82
H -0.32 -0.35 4.36
C -9.61 -2.21 -5.03
C -8.71 -2.46 -4.08
C -7.33 -2.93 -4.41
O -6.54 -3.12 -3.50
C -6.99 -3.15 -5.81
C -7.89 -2.91 -6.76
C -9.27 -2.41 -6.44
O -10.05 -2.19 -7.34
O -7.63 -3.10 -8.06
O -8.98 -2.29 -2.78
H -10.61 -1.87 -4.80
H -5.99 -3.51 -6.03
H -8.44 -2.86 -8.54
H -8.17 -2.54 -2.30
C -1.24 -0.13 10.62
C -2.15 0.47 11.41
C -2.16 1.95 11.61
O -3.01 2.44 12.32
C -1.13 2.74 10.94
C -0.22 2.15 10.15
C -0.23 0.66 9.93
O 0.60 0.16 9.19
O 0.73 2.86 9.53
O -3.08 -0.23 12.05
H -1.22 -1.20 10.47
H -1.14 3.81 11.10
H 1.27 2.22 9.03
H -3.61 0.43 12.55
```

Values from the calculation:
E_LUMO (eV): -3.535
Frontier orbital gap (eV): 7.37
Largest force on an atom (Eh/bohr): 0.0308
Net charge: +1

This record from OMol25 describes a structure of composition C52H50O10P2Pd in a non-equilibrium geometry. The level of theory is ωB97M-V/def2-TZVPD.

```
115
Properties=species:S:1:pos:R:3
C 2.69 2.13 6.61
C 1.35 2.10 7.00
C 0.55 1.02 6.61
C 1.12 0.03 5.83
O 0.22 -0.94 5.29
P -0.87 -0.46 4.18
O -1.87 -1.71 3.99
C -1.74 -2.98 4.56
C -2.86 -3.41 5.26
C -2.69 -4.48 6.13
C -1.43 -5.09 6.19
C -0.35 -4.70 5.40
C -0.51 -3.62 4.53
O -1.85 0.59 4.98
C -3.26 0.62 4.92
C -3.94 1.08 6.04
C -5.34 0.96 6.05
C -6.00 0.37 4.97
C -5.30 -0.04 3.84
C -3.91 0.12 3.80
Pd 0.07 -0.03 2.14
P 2.38 0.18 1.94
O 3.26 1.29 2.77
C 4.68 1.40 2.80
C 5.28 2.65 2.79
C 6.68 2.71 2.80
C 7.44 1.54 2.80
C 6.82 0.30 2.82
C 5.42 0.24 2.89
O 3.11 -1.28 2.16
C 3.62 -2.10 1.13
C 4.89 -2.65 1.28
C 5.48 -3.26 0.18
C 4.79 -3.34 -1.03
C 3.49 -2.84 -1.14
C 2.88 -2.25 -0.03
O 2.80 0.52 0.41
C 3.44 1.69 -0.04
C 4.61 1.48 -0.75
C 5.39 2.59 -1.06
C 4.93 3.86 -0.70
C 3.70 4.05 -0.06
C 2.92 2.94 0.26
C -0.68 1.68 1.06
C -1.34 2.66 1.95
C -0.58 3.64 2.62
C -1.22 4.66 3.32
C -2.62 4.68 3.41
C -3.36 3.65 2.84
C -2.73 2.65 2.10
C -1.30 0.52 0.51
C -0.44 -0.41 -0.11
C 2.44 0.05 5.41
C 3.24 1.13 5.81
H 3.34 2.94 6.94
H 0.90 2.88 7.61
H -0.51 0.97 6.84
H -3.76 -2.80 5.13
H -3.55 -4.78 6.73
H -1.31 -5.93 6.86
H 0.63 -5.17 5.45
H 0.28 -3.25 3.87
H -3.35 1.51 6.85
H -5.88 1.32 6.93
H -7.08 0.26 5.01
H -5.79 -0.52 2.99
H -3.36 -0.16 2.90
H 4.63 3.53 2.79
H 7.15 3.70 2.80
H 8.53 1.61 2.80
H 7.35 -0.65 2.79
H 4.94 -0.72 3.01
H 5.39 -2.54 2.25
H 6.50 -3.65 0.30
H 5.26 -3.82 -1.88
H 2.93 -2.87 -2.08
H 1.85 -1.88 -0.08
H 4.84 0.44 -0.98
H 6.34 2.41 -1.55
H 5.55 4.71 -0.94
H 3.35 5.04 0.23
H 1.95 3.04 0.76
H 0.26 1.97 0.58
H 0.50 3.60 2.54
H -0.63 5.46 3.76
H -3.12 5.50 3.92
H -4.45 3.62 2.94
H -3.31 1.87 1.62
H -2.36 0.33 0.65
H 0.47 -0.04 -0.59
H -0.76 -1.42 -0.33
H 2.79 -0.74 4.74
H 4.30 1.14 5.52
H 0.19 1.20 -3.61
C -0.42 0.33 -3.71
C 0.17 -0.90 -4.14
O -0.40 -1.98 -4.32
O 1.52 -0.77 -4.34
C 2.05 -2.00 -4.84
C 3.54 -1.87 -5.04
C -1.82 0.41 -3.48
O -2.65 -0.49 -3.58
O -2.21 1.68 -3.11
C -3.63 1.73 -2.96
C -4.05 3.13 -2.59
H 1.86 -2.83 -4.14
H 1.59 -2.28 -5.80
H 3.89 -2.84 -5.41
H 3.78 -1.10 -5.79
H 4.05 -1.65 -4.09
H -4.14 1.43 -3.89
H -3.97 1.04 -2.17
H -5.14 3.10 -2.51
H -3.62 3.44 -1.62
H -3.77 3.85 -3.37
```

Values from the calculation:
E_LUMO (eV): -2.276
Frontier orbital gap (eV): 3.40
Largest force on an atom (Eh/bohr): 0.0349
Net charge: 0

This record from OMol25 describes a structure of composition C52H51ClIMnN5O6Te in a non-equilibrium geometry. The level of theory is ωB97M-V/def2-TZVPD.

```
118
Properties=species:S:1:pos:R:3
Mn -0.16 0.81 0.12
C 4.78 1.34 -0.51
C 3.95 2.52 0.01
C 3.21 2.15 1.29
C 3.09 3.10 -1.12
C 3.41 4.40 -1.49
C 2.85 5.01 -2.60
C 2.00 4.27 -3.40
C 1.64 2.97 -3.07
C 0.80 2.21 -4.10
C -0.20 3.11 -4.83
C 1.71 1.58 -5.16
C 2.12 2.38 -1.86
N 1.57 1.15 -1.39
C 1.95 -0.01 -1.90
O 2.93 -0.27 -2.62
C 1.06 -1.18 -1.50
C 1.45 -2.47 -1.79
C 0.67 -3.52 -1.35
C -0.50 -3.24 -0.66
C -0.87 -1.93 -0.45
N -0.08 -0.92 -0.86
C -2.31 -1.65 -0.03
O -2.96 -2.62 0.41
N -2.77 -0.46 -0.41
C -4.07 -0.42 -0.95
C -4.28 -1.15 -2.17
C -5.52 -1.16 -2.79
C -6.60 -0.46 -2.27
C -6.40 0.27 -1.12
C -5.17 0.32 -0.45
C -5.22 1.24 0.78
C -4.13 1.03 1.81
C -5.27 2.70 0.33
C -3.17 -1.94 -2.85
C -3.38 -3.45 -2.67
C -3.05 -1.59 -4.34
H 5.47 1.00 0.28
H 5.37 1.63 -1.38
H 4.16 0.49 -0.79
H 4.65 3.31 0.27
H 2.35 1.54 1.09
H 2.87 3.05 1.81
H 3.88 1.60 1.96
H 4.13 4.95 -0.90
H 3.12 6.03 -2.87
H 1.60 4.72 -4.31
H 0.26 1.42 -3.58
H 0.29 3.65 -5.65
H -0.66 3.84 -4.17
H -1.00 2.50 -5.27
H 2.28 2.36 -5.67
H 1.12 1.03 -5.91
H 2.42 0.88 -4.71
H 2.37 -2.61 -2.34
H 0.95 -4.55 -1.56
H -1.17 -4.02 -0.32
H -5.66 -1.75 -3.69
H -7.57 -0.49 -2.75
H -7.23 0.83 -0.69
H -6.17 1.01 1.27
H -3.19 1.41 1.45
H -4.03 -0.02 2.03
H -4.39 1.56 2.74
H -4.44 2.91 -0.35
H -5.19 3.38 1.18
H -6.20 2.92 -0.21
H -2.23 -1.66 -2.38
H -4.31 -3.76 -3.15
H -3.43 -3.69 -1.61
H -2.55 -4.01 -3.13
H -3.88 -2.01 -4.92
H -2.12 -2.00 -4.75
H -3.04 -0.51 -4.49
Cl -2.69 7.19 -1.47
C -1.88 5.80 -0.78
C -1.16 5.96 0.37
C -0.55 4.86 0.99
I 0.40 5.13 2.83
C -0.62 3.58 0.47
O -0.17 2.52 1.05
C -1.36 3.44 -0.77
N -1.41 2.19 -1.27
C -2.24 1.94 -2.24
C -3.03 2.93 -2.84
C -2.91 4.23 -2.43
C -2.05 4.53 -1.36
H -1.10 6.95 0.82
H -2.28 0.91 -2.56
H -3.71 2.67 -3.64
H -3.47 5.02 -2.92
O 3.34 -1.35 0.76
N 2.63 -0.90 1.68
O 3.04 -0.79 2.86
O 1.43 -0.50 1.39
Te -0.37 -0.79 3.37
C 0.44 -2.72 3.72
C -0.13 -3.83 3.11
C 0.35 -5.10 3.38
C 1.42 -5.28 4.26
C 2.01 -4.16 4.85
C 1.52 -2.89 4.59
C -1.95 -1.22 4.77
C -2.00 -0.57 6.00
C -3.09 -0.74 6.86
C -4.13 -1.58 6.49
C -4.09 -2.24 5.27
C -3.00 -2.06 4.41
H -0.96 -3.69 2.42
H -0.11 -5.97 2.91
H 1.80 -6.27 4.47
H 2.85 -4.29 5.52
H 1.99 -2.02 5.03
H -1.19 0.09 6.29
H -3.12 -0.21 7.81
H -4.99 -1.70 7.15
H -4.90 -2.89 4.97
H -2.99 -2.56 3.45
```

Values from the calculation:
<S²>: 8.76
E_LUMO (alpha / beta) (eV): 3.672 / 3.671
Frontier orbital gap (alpha / beta) (eV): 6.51 / 6.70
2S+1: 6
Largest force on an atom (Eh/bohr): 0.0346
Net charge: -2

This record from OMol25 describes a structure of composition C52H52AsGe2N3PPd in a non-equilibrium geometry. The level of theory is ωB97M-V/def2-TZVPD.

```
112
Properties=species:S:1:pos:R:3
Pd -1.67 1.03 0.01
C -7.16 0.01 0.11
C -5.97 -0.65 -0.17
C -4.78 0.04 -0.14
C -4.76 1.40 0.18
C -5.96 2.07 0.47
C -7.15 1.37 0.43
N -3.54 2.06 0.18
N -3.47 3.26 0.50
C -2.25 3.88 0.54
C -2.23 5.25 0.83
C -1.01 5.88 0.98
C 0.16 5.14 0.86
C 0.07 3.79 0.55
N -1.10 3.18 0.39
H -8.10 -0.52 0.08
H -5.99 -1.71 -0.41
H -3.84 -0.47 -0.35
H -5.94 3.12 0.70
H -8.08 1.88 0.64
H -3.17 5.77 0.93
H -0.96 6.94 1.21
H 1.13 5.60 0.98
H 0.96 3.18 0.44
C -1.07 -3.44 1.15
Ge -0.18 -2.46 2.63
C 1.75 -2.15 2.35
C -0.51 -3.05 4.47
Ge -1.66 -0.01 2.23
C -0.72 1.38 3.26
C 0.62 1.23 3.60
C 1.26 2.19 4.38
C 0.56 3.32 4.79
C -0.77 3.49 4.43
C -1.42 2.53 3.66
C -3.43 -0.47 2.97
C -4.31 0.53 3.37
C -5.49 0.19 4.02
C -5.79 -1.15 4.26
C -4.92 -2.15 3.85
C -3.75 -1.81 3.18
H -0.31 -3.94 0.54
H -1.66 -2.78 0.53
H -1.73 -4.21 1.57
H 2.16 -3.12 2.03
H 2.20 -1.89 3.30
H 2.03 -1.40 1.61
H 0.00 -4.01 4.56
H -1.56 -3.17 4.69
H -0.07 -2.35 5.17
H 1.17 0.35 3.29
H 2.29 2.05 4.67
H 1.05 4.07 5.39
H -1.33 4.36 4.77
H -2.46 2.67 3.41
H -4.10 1.58 3.20
H -6.16 0.97 4.35
H -6.71 -1.41 4.75
H -5.15 -3.19 4.04
H -3.09 -2.60 2.83
C 0.64 -1.37 -1.36
C 1.77 -1.74 -2.33
As 3.63 -1.27 -1.81
C 4.65 -1.37 -3.48
C 4.76 -2.63 -4.06
C 5.46 -2.74 -5.25
C 6.06 -1.63 -5.82
C 5.95 -0.38 -5.23
C 5.25 -0.25 -4.04
C 4.31 -2.79 -0.83
C 5.69 -2.80 -0.60
C 6.28 -3.92 -0.04
C 5.50 -5.02 0.30
C 4.12 -5.00 0.08
C 3.52 -3.88 -0.45
P -0.02 0.36 -1.52
C -0.76 0.45 -3.16
C -2.15 0.39 -3.23
C -2.78 0.35 -4.46
C -2.02 0.37 -5.62
C -0.63 0.45 -5.55
C 0.01 0.50 -4.33
C 1.39 1.46 -1.39
C 1.59 2.52 -2.28
C 2.70 3.34 -2.13
C 3.58 3.15 -1.07
C 3.35 2.14 -0.14
C 2.25 1.30 -0.29
H 0.92 -1.55 -0.32
H -0.23 -2.00 -1.58
H 1.61 -1.30 -3.31
H 1.77 -2.82 -2.47
H 4.32 -3.51 -3.61
H 5.54 -3.72 -5.72
H 6.64 -1.74 -6.73
H 6.43 0.48 -5.67
H 5.18 0.72 -3.56
H 6.29 -1.94 -0.86
H 7.35 -3.93 0.13
H 5.97 -5.89 0.74
H 3.53 -5.87 0.32
H 2.45 -3.88 -0.62
H -2.74 0.39 -2.32
H -3.86 0.31 -4.52
H -2.51 0.32 -6.59
H -0.05 0.48 -6.46
H 1.08 0.60 -4.29
H 0.88 2.69 -3.08
H 2.86 4.15 -2.83
H 4.45 3.79 -0.97
H 4.01 2.03 0.71
H 2.03 0.56 0.47
```

Values from the calculation:
<S²>: 0.76
E_LUMO (alpha / beta) (eV): -13.378 / -13.358
Frontier orbital gap (alpha / beta) (eV): 4.42 / 4.48
2S+1: 2
Largest force on an atom (Eh/bohr): 0.0392
Net charge: +4